Record 1
DFT (the ωB97M-V functional and the def2-TZVPD basis) results for C35H51IrNP2 as an isolated structure.

Positions of all 90 atoms, in Å:
1 Ir 0.60 -1.66 -1.33
2 C -0.74 -2.72 0.94
3 C 0.51 -3.04 0.22
4 C 0.79 -1.14 1.59
5 C -0.57 -1.51 1.63
6 C 1.50 -2.07 0.74
7 C -1.83 -3.68 1.22
8 H -1.69 -4.64 0.69
9 H -2.83 -3.28 0.98
10 H -1.83 -3.90 2.30
11 C -1.62 -0.80 2.41
12 H -2.60 -0.87 1.92
13 H -1.35 0.26 2.51
14 H -1.72 -1.22 3.43
15 C 1.42 -0.12 2.47
16 H 1.33 -0.42 3.53
17 H 0.90 0.85 2.38
18 H 2.49 0.03 2.25
19 C 2.93 -2.44 1.02
20 H 2.98 -3.00 1.97
21 H 3.55 -1.55 1.16
22 H 3.35 -3.09 0.24
23 C 0.93 -4.44 -0.07
24 H 1.07 -4.94 0.90
25 H 1.88 -4.48 -0.61
26 H 0.17 -4.98 -0.64
27 C -0.66 0.73 -3.07
28 C -1.45 -0.55 -3.29
29 C -0.99 -1.44 -4.45
30 C 0.41 -1.99 -4.30
31 C 1.27 -1.53 -3.15
32 C 2.06 -0.23 -3.44
33 C 1.53 0.83 -4.42
34 C 0.06 1.23 -4.31
35 H -1.09 -0.88 -5.38
36 H 0.97 -1.76 -5.19
37 H -1.70 -2.28 -4.50
38 H -0.45 0.92 -5.23
39 H -1.38 1.52 -2.77
40 H -2.47 -0.22 -3.52
41 H 0.06 2.33 -4.28
42 H 2.16 1.72 -4.23
43 H 3.01 -0.59 -3.86
44 H 1.78 0.52 -5.44
45 H 0.34 -3.08 -4.23
46 H 2.09 -2.28 -3.04
47 P -1.67 -1.48 -1.73
48 C -2.81 -0.44 -0.81
49 C -2.20 -3.18 -2.13
50 P 2.64 0.71 -1.82
51 C 0.98 0.29 -1.19
52 C 3.77 -0.69 -1.43
53 C 3.20 1.82 -0.46
54 H -2.26 0.30 -0.21
55 H -3.44 -1.04 -0.15
56 H -3.46 0.12 -1.50
57 H -1.55 -3.65 -2.87
58 H -3.23 -3.22 -2.48
59 H -2.13 -3.81 -1.23
60 H 2.80 2.84 -0.56
61 H 4.29 1.82 -0.44
62 H 2.80 1.37 0.46
63 H 0.73 0.79 -0.26
64 H 0.17 0.67 -2.06
65 H 4.20 -0.53 -0.44
66 H 4.59 -0.69 -2.17
67 H 3.23 -1.65 -1.46
68 C -2.32 3.88 -0.45
69 C -0.93 3.69 -0.40
70 C -0.33 3.23 0.77
71 C -1.12 2.93 1.92
72 C -2.50 3.23 1.88
73 C -3.10 3.66 0.70
74 N -0.56 2.26 2.97
75 C -0.57 2.67 4.26
76 C -0.44 1.71 5.30
77 C -0.37 2.11 6.63
78 C -0.41 3.48 6.95
79 C -0.54 4.44 5.94
80 C -0.65 4.05 4.61
81 H -2.79 4.21 -1.37
82 H -0.31 3.90 -1.27
83 H 0.75 3.10 0.85
84 H -3.08 3.06 2.79
85 H -4.18 3.85 0.68
86 H -0.41 0.66 5.02
87 H -0.28 1.36 7.41
88 H -0.33 3.79 8.00
89 H -0.57 5.50 6.19
90 H -0.76 4.78 3.81

Computed properties:
Energy ... -2205.19056 hartree
Orbital gap (spin up / spin down) ... 4.7745 / 5.3620 eV
Spin multiplicity ... 6
Relative energy (zero: lowest compared OMol25 entry of this formula, charge and spin) ... 49.1 kcal/mol
Highest occupied orbital energy (spin up / spin down) ... -11.596 / -12.695 eV
LUMO energy (spin up / spin down) ... -6.82 / -7.33 eV
Total charge ... +2

---

Record 2
DFT (the ωB97M-V functional and the def2-TZVPD basis) results for C35H51N2NaO5 as an isolated structure.

Positions of all 94 atoms, in Å:
1 Na 0.52 0.13 0.41
2 C 2.55 1.27 1.56
3 C 3.15 0.52 0.55
4 C 2.88 1.20 -0.69
5 C 2.14 2.34 -0.36
6 C 1.83 2.29 0.97
7 C 0.99 3.35 1.72
8 C -0.56 3.17 1.55
9 C 1.26 3.40 3.24
10 C 1.38 4.68 1.11
11 C 3.27 0.96 -2.17
12 C 4.58 1.78 -2.53
13 C 3.31 -0.53 -2.53
14 C 2.20 1.52 -3.05
15 C 4.06 -0.71 0.84
16 C 3.32 -2.00 0.33
17 C 4.19 -0.98 2.36
18 C 5.42 -0.43 0.29
19 H 2.54 1.01 2.60
20 H 1.72 3.04 -1.04
21 H -0.95 2.33 2.24
22 H -0.91 2.87 0.56
23 H -1.09 4.11 1.80
24 H 0.75 2.58 3.72
25 H 0.80 4.29 3.58
26 H 2.37 3.43 3.45
27 H 1.12 4.71 0.01
28 H 2.48 4.83 1.25
29 H 0.83 5.53 1.54
30 H 5.45 1.32 -2.08
31 H 4.61 2.80 -2.06
32 H 4.74 1.90 -3.62
33 H 4.15 -1.10 -2.07
34 H 3.47 -0.57 -3.63
35 H 2.39 -0.93 -2.19
36 H 2.12 2.60 -2.99
37 H 1.23 1.16 -2.69
38 H 2.24 1.14 -4.11
39 H 2.56 -2.27 1.05
40 H 4.01 -2.85 0.25
41 H 2.90 -1.82 -0.63
42 H 3.22 -1.44 2.66
43 H 4.37 -0.09 2.95
44 H 4.99 -1.76 2.57
45 H 5.49 -0.31 -0.78
46 H 6.14 -1.26 0.33
47 H 5.83 0.46 0.76
48 C -4.31 1.64 2.39
49 C -3.78 0.69 1.32
50 O -3.49 -0.47 1.58
51 C -3.67 1.22 -0.05
52 C -4.70 1.96 -0.59
53 C -4.71 2.35 -1.93
54 C -3.65 1.94 -2.75
55 C -2.65 1.17 -2.27
56 C -2.57 0.75 -0.87
57 O -1.57 0.16 -0.38
58 H -4.48 1.12 3.29
59 H -5.26 2.08 2.03
60 H -3.72 2.53 2.54
61 H -5.49 2.35 0.06
62 H -5.61 2.85 -2.31
63 H -3.65 2.34 -3.82
64 H -1.79 0.94 -2.90
65 O 0.07 -3.30 -2.67
66 C -1.04 -2.96 -2.34
67 C -2.04 -2.33 -3.27
68 C -3.17 -3.37 -3.68
69 C -4.27 -3.44 -2.62
70 C -3.76 -3.83 -1.25
71 C -2.81 -2.92 -0.54
72 N -1.41 -3.08 -1.04
73 H -1.55 -2.04 -4.20
74 H -2.45 -1.47 -2.80
75 H -2.74 -4.36 -3.92
76 H -3.57 -2.92 -4.59
77 H -5.13 -4.15 -2.96
78 H -4.83 -2.48 -2.59
79 H -3.32 -4.81 -1.40
80 H -4.62 -3.90 -0.54
81 H -2.83 -3.05 0.54
82 H -3.06 -1.91 -0.70
83 H -0.65 -3.28 -0.40
84 O 0.32 -2.84 1.26
85 C -0.07 -2.30 2.30
86 C -0.63 -3.14 3.45
87 C -1.12 -2.15 4.44
88 C -0.85 -0.76 3.66
89 O -1.24 0.32 4.12
90 N -0.22 -0.95 2.49
91 H 0.28 -3.73 3.77
92 H -1.42 -3.88 3.05
93 H -0.62 -2.15 5.38
94 H -2.20 -2.12 4.68

Computed properties:
Energy ... -2012.37775 hartree
Orbital gap ... 5.2944 eV
Relative energy (zero: lowest compared OMol25 entry of this formula, charge and spin) ... 6.4 kcal/mol
Highest occupied orbital energy ... -1.339 eV
LUMO energy ... 3.96 eV
Total charge ... -2

---

Record 3
DFT (the ωB97M-V functional and the def2-TZVPD basis) results for C35H52AsP3PdSe as an isolated structure.

Positions of all 93 atoms, in Å:
1 Pd -1.51 0.68 -0.83
2 P -0.49 0.80 -2.88
3 P 0.12 2.29 -0.06
4 P -3.05 2.43 -1.02
5 H -3.98 -2.15 0.30
6 C -4.26 -2.10 -0.77
7 C -3.56 -1.61 -1.82
8 H -2.53 -1.15 -1.81
9 C 0.81 -0.43 -3.14
10 C 0.38 2.27 -3.54
11 C -1.52 0.48 -4.32
12 C 0.09 2.28 1.77
13 C 1.93 2.11 -0.41
14 C 0.03 4.10 -0.45
15 C -4.77 2.09 -1.50
16 C -2.80 3.87 -2.11
17 C -3.20 3.14 0.64
18 H -5.24 -2.58 -0.98
19 H -4.02 -1.73 -2.83
20 H 0.48 -1.45 -2.95
21 H 1.68 -0.20 -2.52
22 H 1.11 -0.35 -4.19
23 H 1.33 2.50 -3.04
24 H -0.27 3.15 -3.56
25 H 0.61 1.99 -4.58
26 H -1.98 -0.51 -4.29
27 H -0.85 0.54 -5.18
28 H -2.28 1.26 -4.42
29 H 0.87 2.99 2.12
30 H 0.29 1.26 2.13
31 H -0.90 2.61 2.12
32 H 2.42 3.09 -0.29
33 H 2.16 1.76 -1.42
34 H 2.40 1.40 0.30
35 H 0.93 4.57 -0.01
36 H -0.86 4.57 -0.03
37 H 0.07 4.25 -1.54
38 H -5.20 3.07 -1.71
39 H -5.37 1.58 -0.74
40 H -4.78 1.51 -2.43
41 H -3.75 4.41 -2.01
42 H -2.68 3.56 -3.15
43 H -2.00 4.55 -1.80
44 H -4.09 3.79 0.60
45 H -2.33 3.74 0.92
46 H -3.37 2.38 1.41
47 C -2.88 -0.26 3.11
48 C -2.88 -0.29 1.70
49 C -4.02 0.15 1.06
50 C -5.10 0.74 1.72
51 C -5.06 0.81 3.13
52 C -3.97 0.28 3.82
53 Se -1.46 -1.19 3.90
54 H -2.25 -2.42 4.07
55 H -2.10 -0.80 1.11
56 H -4.00 -0.06 -0.02
57 H -5.99 1.04 1.14
58 H -5.88 1.27 3.67
59 H -3.97 0.18 4.91
60 C 3.08 -3.62 4.90
61 C 2.62 -2.29 5.01
62 C 2.36 -1.57 3.84
63 C 2.64 -2.13 2.59
64 C 3.10 -3.45 2.49
65 C 3.30 -4.21 3.65
66 As 2.30 -0.99 1.01
67 C 4.20 -0.64 0.53
68 C 5.13 -0.40 1.56
69 C 6.44 0.01 1.26
70 C 6.81 0.18 -0.08
71 C 5.89 -0.03 -1.11
72 C 4.59 -0.43 -0.80
73 C 1.95 -2.49 -0.23
74 C 2.93 -3.17 -0.96
75 C 2.54 -4.20 -1.84
76 C 1.19 -4.53 -1.98
77 C 0.21 -3.87 -1.22
78 C 0.59 -2.86 -0.32
79 H 3.26 -4.20 5.81
80 H 2.47 -1.82 5.98
81 H 1.94 -0.57 3.89
82 H 3.30 -3.89 1.51
83 H 3.61 -5.26 3.58
84 H 4.84 -0.57 2.60
85 H 7.16 0.19 2.07
86 H 7.82 0.51 -0.32
87 H 6.19 0.09 -2.16
88 H 3.88 -0.61 -1.61
89 H 3.98 -2.91 -0.85
90 H 3.30 -4.73 -2.40
91 H 0.89 -5.31 -2.68
92 H -0.85 -4.13 -1.32
93 H -0.15 -2.37 0.31

Computed properties:
Energy ... -7152.38431 hartree
Orbital gap (spin up / spin down) ... 7.6155 / 3.4856 eV
Spin multiplicity ... 5
Relative energy (zero: lowest compared OMol25 entry of this formula, charge and spin) ... 8.0 kcal/mol
Highest occupied orbital energy (spin up / spin down) ... -18.223 / -18.142 eV
LUMO energy (spin up / spin down) ... -10.61 / -14.66 eV
Total charge ... +4

---

Record 4
DFT (the ωB97M-V functional and the def2-TZVPD basis) results for C35H52BF4LaN17OS as an isolated structure.

Positions of all 112 atoms, in Å:
1 La -0.69 0.56 -1.55
2 N 0.33 2.62 -2.94
3 C 1.27 2.60 -4.08
4 C 2.58 1.98 -3.66
5 N 2.40 0.61 -3.20
6 C 3.43 0.21 -2.25
7 C 3.16 0.73 -0.85
8 N 1.81 0.36 -0.41
9 C 2.32 -0.31 -4.33
10 C 1.66 -1.63 -3.96
11 N 0.35 -1.39 -3.33
12 H -0.56 2.98 -3.29
13 H 0.67 3.27 -2.25
14 H 1.44 3.61 -4.46
15 H 0.80 2.03 -4.88
16 H 3.31 2.05 -4.49
17 H 3.00 2.57 -2.84
18 H 4.43 0.54 -2.57
19 H 3.47 -0.88 -2.21
20 H 3.24 1.82 -0.84
21 H 3.93 0.35 -0.18
22 H 1.59 0.79 0.48
23 H 1.76 -0.64 -0.22
24 H 3.31 -0.52 -4.76
25 H 1.72 0.16 -5.12
26 H 2.28 -2.19 -3.27
27 H 1.56 -2.23 -4.86
28 H -0.03 -2.27 -3.00
29 H -0.30 -1.07 -4.04
30 C -6.29 -3.46 0.10
31 C -5.15 -2.80 0.86
32 N -3.92 -2.78 0.07
33 C -3.34 -1.65 -0.43
34 S -2.18 -1.92 -1.70
35 N -3.73 -0.51 0.08
36 N -3.12 0.65 -0.37
37 C -3.92 1.65 -0.42
38 C -5.40 1.51 -0.25
39 C -3.36 3.01 -0.65
40 C -4.16 4.11 -0.36
41 C -3.67 5.39 -0.55
42 C -2.38 5.53 -1.04
43 C -1.65 4.39 -1.27
44 N -2.10 3.14 -1.08
45 H -7.20 -3.45 0.70
46 H -6.06 -4.50 -0.13
47 H -6.48 -2.93 -0.83
48 H -4.96 -3.33 1.80
49 H -5.40 -1.77 1.11
50 H -3.72 -3.60 -0.47
51 H -5.71 0.52 -0.56
52 H -5.93 2.25 -0.85
53 H -5.70 1.64 0.79
54 H -5.16 3.97 0.02
55 H -4.28 6.25 -0.33
56 H -1.95 6.50 -1.23
57 H -0.64 4.49 -1.63
58 F -3.25 0.94 -5.31
59 B -2.39 1.42 -4.37
60 F -2.15 2.80 -4.46
61 F -1.10 0.75 -4.43
62 F -2.82 1.13 -3.03
63 N 4.10 6.33 0.37
64 C 3.14 5.77 0.66
65 C 1.95 5.04 1.00
66 C 1.12 5.42 2.05
67 C -0.01 4.65 2.30
68 C -0.26 3.55 1.51
69 N 0.53 3.17 0.50
70 C 1.61 3.90 0.26
71 H 1.35 6.29 2.64
72 H -0.69 4.92 3.10
73 H -1.14 2.94 1.68
74 H 2.25 3.60 -0.56
75 C 2.56 -3.30 -0.37
76 C 1.29 -3.27 0.43
77 N 0.41 -2.29 0.43
78 C -0.58 -2.68 1.32
79 C -0.28 -3.89 1.84
80 N 0.92 -4.27 1.27
81 C 1.69 -5.44 1.62
82 N 2.94 -5.09 2.24
83 N 4.11 -5.36 1.59
84 N 5.08 -4.87 2.26
85 C 4.56 -4.23 3.38
86 C 5.20 -3.54 4.41
87 C 4.41 -3.00 5.40
88 C 3.00 -3.14 5.37
89 C 2.36 -3.81 4.36
90 C 3.18 -4.36 3.36
91 H 2.47 -2.58 -1.18
92 H 2.74 -4.28 -0.80
93 H 3.43 -3.04 0.24
94 H -1.46 -2.08 1.48
95 H -0.81 -4.53 2.54
96 H 1.94 -6.03 0.74
97 H 1.09 -6.05 2.29
98 H 6.28 -3.45 4.43
99 H 4.86 -2.46 6.22
100 H 2.42 -2.71 6.17
101 H 1.28 -3.92 4.34
102 C 1.26 0.19 3.35
103 N -0.19 0.14 3.47
104 C -0.99 0.31 2.39
105 N -2.33 0.25 2.60
106 O -0.49 0.52 1.27
107 H 1.70 -0.29 4.23
108 H 1.64 1.21 3.27
109 H 1.56 -0.38 2.47
110 H -0.60 0.14 4.39
111 H -2.67 -0.12 3.47
112 H -2.91 0.07 1.78

Computed properties:
Energy ... -3225.38316 hartree
Orbital gap ... 7.8072 eV
Relative energy (zero: lowest compared OMol25 entry of this formula, charge and spin) ... 0.0 kcal/mol
Highest occupied orbital energy ... -10.246 eV
LUMO energy ... -2.44 eV
Total charge ... +1

---

Record 5
DFT (the ωB97M-V functional and the def2-TZVPD basis) results for a 12-piece molecular cluster, C35H52F5N15O3 overall.

Positions of all 110 atoms, in Å:
1 C 2.81 4.01 2.47
2 C 2.42 3.60 1.06
3 C 3.48 3.85 0.01
4 N 1.27 3.13 0.73
5 C 0.85 1.89 1.42
6 O 0.17 2.21 2.59
7 N 2.01 1.01 1.59
8 C 1.39 -0.29 1.75
9 O 1.79 -1.07 2.55
10 C 0.20 -0.44 0.73
11 C 0.46 -1.12 -0.65
12 C 1.69 -2.01 -0.69
13 O 1.58 -3.16 -1.08
14 N 2.95 -1.50 -0.30
15 C 3.63 -0.80 -1.39
16 C 3.80 -2.50 0.34
17 C -1.01 -0.99 1.49
18 F -2.13 -1.05 0.72
19 F -1.31 -0.18 2.53
20 C -0.82 -2.43 2.11
21 F 0.11 -3.16 1.48
22 F -1.99 -3.09 2.02
23 F -0.53 -2.42 3.41
24 C 0.01 1.09 0.39
25 N -1.38 1.62 0.37
26 H 3.90 3.96 2.58
27 H 2.52 5.06 2.61
28 H 2.35 3.36 3.22
29 H 4.32 3.17 0.17
30 H 3.88 4.86 0.14
31 H 3.05 3.81 -0.99
32 H -0.44 2.92 2.37
33 H 2.49 0.92 0.69
34 H 0.53 -0.41 -1.48
35 H -0.39 -1.76 -0.86
36 H 4.23 -1.47 -2.03
37 H 4.35 -0.11 -0.94
38 H 2.96 -0.19 -2.00
39 H 3.21 -3.29 0.82
40 H 4.52 -2.93 -0.37
41 H 4.34 -2.01 1.16
42 H 0.44 1.44 -0.55
43 H -1.28 2.55 -0.03
44 H -1.88 1.09 -0.35
45 C 7.03 4.60 4.33
46 C 6.33 4.66 3.05
47 N 5.81 4.69 2.03
48 H 6.74 3.70 4.88
49 H 8.11 4.57 4.15
50 H 6.79 5.47 4.93
51 C -4.61 4.47 2.50
52 C -3.55 3.55 2.10
53 N -2.72 2.82 1.78
54 H -4.66 4.52 3.59
55 H -4.41 5.46 2.11
56 H -5.57 4.13 2.12
57 C -4.48 8.62 1.05
58 C -3.51 7.64 1.52
59 N -2.75 6.86 1.89
60 H -5.23 8.13 0.44
61 H -4.96 9.10 1.90
62 H -3.97 9.38 0.46
63 C 3.88 7.97 5.74
64 C 4.09 6.60 5.30
65 N 4.26 5.52 4.95
66 H 2.82 8.17 5.83
67 H 4.36 8.13 6.71
68 H 4.31 8.66 5.01
69 C 1.09 -4.33 -4.02
70 C 1.14 -3.35 -5.11
71 N 1.19 -2.58 -5.96
72 H 1.52 -3.90 -3.12
73 H 0.05 -4.61 -3.83
74 H 1.64 -5.22 -4.30
75 C -9.04 4.61 1.22
76 C -7.89 5.50 1.20
77 N -6.98 6.20 1.18
78 H -9.40 4.50 2.24
79 H -9.84 5.02 0.60
80 H -8.76 3.63 0.84
81 C -0.11 -6.99 -7.18
82 C 0.56 -7.46 -5.96
83 N 1.07 -7.82 -5.00
84 H 0.53 -6.28 -7.70
85 H -0.31 -7.84 -7.84
86 H -1.05 -6.51 -6.92
87 C -2.32 -7.92 -2.81
88 C -2.65 -7.24 -4.06
89 N -2.91 -6.70 -5.04
90 H -2.00 -8.94 -3.02
91 H -1.51 -7.40 -2.31
92 H -3.20 -7.94 -2.17
93 C 2.71 0.24 -6.78
94 C 2.63 1.68 -6.54
95 N 2.58 2.81 -6.35
96 H 1.92 -0.28 -6.24
97 H 2.60 0.03 -7.84
98 H 3.67 -0.15 -6.45
99 C 0.11 -6.23 3.11
100 C 0.28 -7.63 2.72
101 N 0.41 -8.73 2.41
102 H -0.95 -5.98 3.12
103 H 0.52 -6.08 4.11
104 H 0.63 -5.58 2.41
105 C -6.44 -7.19 -1.28
106 C -5.44 -8.16 -0.83
107 N -4.67 -8.93 -0.46
108 H -7.19 -7.68 -1.89
109 H -6.92 -6.73 -0.42
110 H -5.95 -6.42 -1.88

Computed properties:
SMILES string ... CC(C)=N[C@]1(O)NC(=O)[C@@](CC(=O)N(C)C)(C(F)(F)C(F)(F)F)[C@H]1N.CC#N.CC#N.CC#N.CC#N.CC#N.CC#N.CC#N.CC#N.CC#N.CC#N.CC#N
Energy ... -2911.05678 hartree
Orbital gap ... 8.0508 eV
Highest occupied orbital energy ... -7.720 eV
LUMO energy ... 0.33 eV

---

Which value of energy does entry 2 give?
-2012.37775 hartree

---

Among the records above, which one has the highest energy?
C35H51N2NaO5